(1)
{"formula": "C30H45BiClO2P2", "method": "ωB97M-V/def2-TZVPD", "homo_ev": [-7.73, -7.62], "total_energy_ha": -2677.6440, "relative_energy_kj_mol": 408.0, "total_charge": 1, "species": ["Bi", "C", "C", "C", "C", "C", "C", "H", "H", "H", "C", "H", "H", "H", "C", "H", "H", "H", "C", "H", "H", "H", "C", "H", "H", "H", "C", "C", "C", "C", "C", "C", "C", "C", "H", "H", "H", "H", "H", "H", "H", "H", "H", "H", "H", "H", "P", "C", "C", "P", "C", "C", "C", "H", "H", "H", "H", "H", "H", "H", "H", "H", "H", "H", "H", "H", "H", "Cl", "C", "C", "C", "C", "C", "C", "C", "O", "O", "H", "H", "H", "H"], "coordinates": [[0.216, -0.492, 0.306], [-0.856, -3.112, 3.139], [0.452, -3.471, 2.708], [0.643, -1.686, 4.151], [-0.736, -2.011, 4.031], [1.378, -2.592, 3.337], [-2.112, -3.786, 2.744], [-2.072, -4.108, 1.697], [-2.967, -3.114, 2.876], [-2.289, -4.682, 3.360], [-1.832, -1.295, 4.704], [-2.763, -1.865, 4.626], [-1.988, -0.304, 4.245], [-1.597, -1.143, 5.767], [1.190, -0.611, 4.999], [1.019, -0.838, 6.066], [0.702, 0.354, 4.783], [2.269, -0.502, 4.836], [2.851, -2.636, 3.192], [3.298, -3.292, 3.956], [3.285, -1.637, 3.315], [3.138, -3.030, 2.209], [0.795, -4.570, 1.784], [1.059, -5.488, 2.340], [1.659, -4.310, 1.156], [-0.053, -4.814, 1.130], [-1.474, 0.931, -4.480], [-1.796, -0.376, -4.469], [-1.171, -1.433, -5.323], [0.306, -1.175, -5.692], [1.144, -0.666, -4.562], [1.547, 0.616, -4.414], [0.874, 1.815, -5.016], [-0.591, 1.619, -5.470], [-1.740, -1.554, -6.263], [0.371, -0.541, -6.591], [-1.247, -2.406, -4.811], [-0.626, 1.147, -6.463], [-2.032, 1.616, -3.836], [-2.748, -0.681, -4.019], [-1.008, 2.628, -5.624], [0.915, 2.651, -4.295], [2.543, 0.849, -4.022], [1.451, 2.162, -5.892], [0.730, -2.146, -6.002], [1.640, -1.469, -4.014], [-1.627, 0.301, -1.274], [-3.173, 1.172, -1.459], [-1.757, -1.463, -1.781], [1.697, 0.686, -1.413], [-0.058, 0.952, -2.095], [2.714, -0.734, -1.914], [2.559, 2.250, -1.274], [-3.376, 1.691, -0.503], [-3.970, 0.433, -1.650], [-3.116, 1.905, -2.273], [-1.270, -1.673, -2.736], [-2.833, -1.674, -1.850], [-1.339, -2.155, -1.026], [2.489, 2.769, -2.242], [3.615, 2.045, -1.028], [2.110, 2.854, -0.467], [-0.192, 2.024, -2.311], [-0.064, 0.361, -3.010], [3.369, -1.031, -1.078], [3.342, -0.445, -2.764], [2.105, -1.608, -2.182], [-0.012, 6.735, 5.616], [-0.116, 5.334, 4.639], [-1.357, 4.693, 4.456], [-1.420, 3.528, 3.682], [-0.271, 3.008, 3.068], [0.955, 3.668, 3.245], [1.042, 4.819, 4.034], [-0.349, 1.761, 2.230], [-1.283, 0.935, 2.401], [0.593, 1.581, 1.347], [-2.243, 5.114, 4.929], [-2.377, 3.019, 3.548], [1.840, 3.272, 2.756], [1.997, 5.319, 4.182]]}


(2)
{"formula": "C30H45BrN2P2Sn", "method": "ωB97M-V/def2-TZVPD", "homo_ev": [-13.28, -13.25], "total_energy_ha": -4749.9605, "relative_energy_kj_mol": 80.4, "total_charge": 2, "species": ["N", "C", "C", "C", "C", "C", "C", "Sn", "P", "C", "C", "C", "C", "C", "C", "C", "Br", "H", "H", "H", "H", "H", "H", "H", "H", "H", "H", "P", "C", "C", "H", "H", "H", "H", "H", "C", "C", "H", "H", "H", "H", "H", "C", "C", "H", "H", "H", "H", "H", "C", "C", "H", "H", "H", "H", "H", "C", "C", "H", "H", "H", "H", "H", "C", "C", "H", "H", "H", "H", "H", "C", "C", "C", "N", "C", "C", "H", "H", "H", "H", "H"], "coordinates": [[-2.139, 1.779, -8.623], [-2.981, 0.956, -7.993], [-2.765, 0.520, -6.687], [-1.622, 1.000, -6.004], [-0.759, 1.906, -6.671], [-1.076, 2.257, -7.988], [-1.400, 0.687, -4.599], [0.530, 1.052, 0.797], [0.003, 1.516, 3.232], [-0.509, 1.294, -3.766], [-0.821, 1.225, -2.348], [-0.832, 2.404, -1.568], [-1.329, 2.402, -0.226], [-1.835, 1.134, 0.201], [-1.952, 0.007, -0.574], [-1.420, 0.052, -1.877], [-1.142, -1.056, 2.094], [-2.184, 0.023, -4.212], [0.233, 2.012, -4.141], [-3.498, -0.177, -6.248], [0.143, 2.288, -6.208], [-3.844, 0.618, -8.570], [-0.434, 2.932, -8.541], [-0.560, 3.321, -2.079], [-1.565, -0.771, -2.581], [-1.220, 3.284, 0.416], [-2.360, -0.956, -0.296], [2.584, -0.590, 0.515], [-1.798, 1.774, 3.663], [-2.308, 2.794, 4.720], [-2.137, 0.778, 3.993], [-2.287, 1.925, 2.665], [-3.416, 2.817, 4.663], [-2.070, 2.457, 5.742], [-1.919, 3.817, 4.641], [0.836, 3.129, 3.456], [1.661, 3.498, 4.723], [0.005, 3.855, 3.305], [1.523, 3.253, 2.574], [2.420, 4.249, 4.440], [1.051, 3.945, 5.523], [2.200, 2.667, 5.192], [0.743, 0.395, 4.545], [0.041, 0.327, 5.898], [1.751, 0.801, 4.702], [0.874, -0.592, 4.045], [0.337, -0.586, 6.450], [0.342, 1.194, 6.510], [-1.051, 0.362, 5.864], [2.772, -2.115, 1.433], [3.985, -2.905, 0.914], [1.823, -2.666, 1.375], [2.882, -1.879, 2.505], [3.701, -3.577, 0.091], [4.744, -2.223, 0.512], [4.454, -3.485, 1.723], [4.003, 0.579, 0.702], [3.827, 1.897, -0.069], [4.907, 0.019, 0.376], [4.064, 0.732, 1.793], [4.164, 1.812, -1.109], [2.808, 2.325, -0.079], [4.458, 2.661, 0.398], [2.338, -0.847, -1.266], [1.412, -2.041, -1.566], [3.333, -0.955, -1.755], [1.881, 0.088, -1.645], [1.228, -2.102, -2.649], [1.886, -2.975, -1.239], [0.422, -1.998, -1.083], [-2.883, -5.953, 0.327], [-3.727, -4.893, 0.023], [-3.194, -3.700, -0.496], [-1.877, -3.522, -0.641], [-1.088, -4.594, -0.538], [-1.522, -5.791, 0.045], [-3.268, -6.906, 0.680], [-4.820, -4.941, 0.130], [-3.879, -2.907, -0.863], [-0.068, -4.515, -0.972], [-0.810, -6.599, 0.176]]}


(3)
{"formula": "C30H45Cl2N2PSm", "method": "ωB97M-V/def2-TZVPD", "homo_ev": [-2.02, -2.04], "spin_multiplicity": 6, "total_energy_ha": -3199.4901, "total_charge": -1, "species": ["P", "C", "C", "C", "C", "C", "C", "C", "C", "C", "C", "C", "C", "C", "C", "C", "C", "C", "C", "H", "H", "H", "H", "H", "H", "H", "H", "H", "H", "H", "H", "H", "H", "H", "H", "H", "H", "H", "H", "H", "H", "H", "H", "H", "H", "H", "H", "H", "H", "H", "H", "H", "Sm", "Cl", "Cl", "C", "H", "C", "C", "C", "C", "C", "C", "H", "H", "H", "H", "H", "N", "C", "C", "C", "C", "C", "N", "H", "H", "H", "H", "H", "H"], "coordinates": [[-0.334, 1.130, -1.511], [-1.971, 0.510, -2.098], [-2.522, 1.070, -3.414], [-3.980, 0.607, -3.573], [-4.159, -0.910, -3.436], [-3.492, -1.493, -2.186], [-2.038, -1.033, -2.054], [1.066, 0.416, -2.481], [0.999, 0.500, -4.008], [2.320, -0.025, -4.599], [2.700, -1.421, -4.094], [2.649, -1.569, -2.571], [1.348, -1.022, -1.977], [-0.291, 2.970, -1.634], [-1.454, 3.553, -0.798], [-1.317, 5.047, -0.470], [0.057, 5.422, 0.092], [1.169, 4.951, -0.848], [1.099, 3.451, -1.155], [-2.624, 0.881, -1.280], [-1.912, 0.713, -4.258], [-2.471, 2.170, -3.420], [-4.365, 0.938, -4.542], [-4.586, 1.103, -2.805], [-5.228, -1.154, -3.433], [-3.724, -1.398, -4.319], [-4.038, -1.183, -1.287], [-3.516, -2.586, -2.220], [-1.613, -1.405, -1.110], [-1.451, -1.456, -2.884], [1.924, 1.041, -2.166], [3.120, 0.675, -4.330], [0.837, 1.540, -4.325], [0.147, -0.085, -4.385], [2.256, -0.032, -5.693], [3.704, -1.670, -4.452], [2.025, -2.160, -4.542], [2.742, -2.624, -2.291], [3.493, -1.037, -2.111], [1.406, -1.017, -0.879], [0.520, -1.686, -2.258], [-0.432, 3.172, -2.713], [-2.412, 3.385, -1.320], [-1.516, 2.990, 0.150], [-1.503, 5.628, -1.380], [-2.102, 5.325, 0.242], [0.190, 4.972, 1.084], [0.120, 6.510, 0.223], [2.150, 5.179, -0.418], [1.101, 5.506, -1.790], [1.863, 3.205, -1.909], [1.361, 2.893, -0.239], [-0.258, -0.207, 3.307], [1.760, 0.593, 2.028], [-2.367, 0.892, 2.536], [-0.618, -2.458, 2.808], [-1.664, -2.794, 2.912], [0.188, -3.481, 2.246], [1.627, -3.355, 2.108], [2.400, -4.415, 1.658], [1.799, -5.630, 1.281], [0.401, -5.765, 1.345], [-0.391, -4.723, 1.805], [2.098, -2.401, 2.381], [3.486, -4.318, 1.595], [-0.061, -6.702, 1.027], [-1.478, -4.826, 1.856], [2.414, -6.462, 0.949], [0.082, -2.339, 6.117], [0.580, -1.124, 6.469], [1.193, -0.901, 7.711], [1.739, 0.351, 7.981], [1.664, 1.357, 7.009], [1.051, 1.083, 5.792], [0.458, -0.128, 5.545], [-0.154, -2.570, 5.150], [0.183, -3.109, 6.765], [1.234, -1.744, 8.403], [2.225, 0.538, 8.936], [2.081, 2.348, 7.190], [1.017, 1.803, 4.965]]}